(1)
Here is C24H34N2O4 in the gas phase from the Open Molecules 2025 dataset. Energies are from wB97M-V/def2-TZVPD.

Each line ends with the natural charge from an NBO analysis.
Geometry (Å):
C1 4.39766 1.60780 8.25574  -0.24
O1 3.71673 0.62882 7.51871  -0.54
C2 2.31391 0.76748 7.57912  -0.06
C3 1.70177 -0.17490 6.54646  -0.52
C4 1.55132 0.51948 5.19578  0.69
O2 1.63676 1.72660 5.07769  -0.64
N1 1.32156 -0.28043 4.12673  -0.44
C5 0.98333 -1.68302 4.13852  -0.22
H1 1.19116 -2.12960 5.10794  0.22
C6 -0.49614 -1.86759 3.78506  -0.42
H2 -0.73370 -2.93113 3.75576  0.22
H3 -1.12119 -1.38619 4.53858  0.21
C7 -0.79975 -1.24322 2.41939  0.10
C8 -0.34521 0.22280 2.40744  -0.44
H4 -0.46408 0.64829 1.41039  0.22
C9 1.12204 0.32168 2.82423  -0.23
H5 1.43256 1.36528 2.88668  0.25
H6 1.74749 -0.20409 2.09553  0.20
H7 -0.96352 0.78984 3.10491  0.22
H8 -1.88159 -1.30780 2.23069  0.18
O3 -0.09851 -2.01498 1.45753  -0.51
C10 -0.40670 -1.92289 0.13866  0.32
C11 -1.44291 -1.16993 -0.40617  -0.27
C12 -1.65304 -1.16377 -1.77405  -0.18
C13 -0.84401 -1.90461 -2.62603  -0.18
C14 0.17491 -2.67874 -2.07205  -0.14
C15 0.39753 -2.68354 -0.71512  -0.26
H9 1.18787 -3.27517 -0.28060  0.22
H10 0.78594 -3.27264 -2.73443  0.24
C16 -1.01713 -1.93822 -4.10625  0.66
O4 -0.67058 -2.88954 -4.78110  -0.63
N2 -1.60192 -0.83511 -4.63760  -0.62
H11 -1.70231 -0.00967 -4.06646  0.40
C17 -1.68085 -0.61300 -6.06005  -0.22
H12 -2.71183 -0.35509 -6.32540  0.19
H13 -1.41152 -1.55368 -6.54443  0.24
C18 -0.72443 0.50903 -6.49847  -0.44
C19 -1.06138 1.79760 -5.79917  0.02
C20 -0.46535 2.15666 -4.66864  -0.22
C21 -0.78415 3.40429 -3.90251  -0.43
C22 -1.61016 4.38025 -4.73534  -0.39
C23 -2.73463 3.63097 -5.44076  -0.39
C24 -2.14237 2.63085 -6.42940  -0.44
H14 -2.92709 1.97975 -6.82274  0.21
H15 -1.71478 3.16785 -7.28283  0.21
H16 -3.38878 4.33016 -5.96490  0.21
H17 -3.33551 3.10014 -4.69859  0.19
H18 -2.01561 5.16689 -4.09635  0.21
H19 -0.97002 4.85046 -5.48441  0.20
H20 0.14498 3.87838 -3.57608  0.22
H21 -1.33580 3.13107 -2.99503  0.20
H22 0.30842 1.53047 -4.24140  0.20
H23 0.29584 0.20574 -6.25790  0.22
H24 -0.80496 0.63485 -7.57924  0.21
H25 -2.48204 -0.59039 -2.16364  0.21
H26 -2.10125 -0.58931 0.22129  0.21
H27 1.58906 -2.19067 3.38025  0.21
H28 2.36613 -1.03378 6.45640  0.24
H29 0.71724 -0.50877 6.87921  0.23
H30 2.02324 1.80204 7.34787  0.20
H31 1.95901 0.51992 8.59268  0.16
H32 4.13313 1.56170 9.32062  0.16
H33 5.46015 1.40461 8.13768  0.19
H34 4.17286 2.61376 7.88089  0.17

Computed properties:
**HOMO**: -8.731 eV
**Frontier orbital gap**: 9.3 eV
**Largest force on an atom**: 0.76 eV Å⁻¹
**Net charge**: 0
**Calculated total energy**: -1345.418931 hartree


(2)
Here is C24H34N2O5 in the gas phase from the Open Molecules 2025 dataset. Energies are from wB97M-V/def2-TZVPD.

Each line ends with the natural charge from an NBO analysis.
Geometry (Å):
C1 6.36464 2.74609 0.45243  -0.64
C2 6.15482 1.35737 1.04976  -0.06
O1 5.36203 0.52435 0.23014  -0.48
C3 4.01763 0.71456 0.17262  0.27
C4 3.28157 1.58427 0.95774  -0.31
C5 1.90034 1.66779 0.83147  -0.18
C6 1.23673 0.88406 -0.09048  -0.07
C7 1.96645 0.01120 -0.89695  -0.27
C8 3.33941 -0.08842 -0.77635  0.27
O2 4.12578 -0.92022 -1.50904  -0.48
C9 3.51058 -1.75427 -2.45995  -0.25
H1 2.79201 -2.43677 -1.99424  0.18
H2 3.00418 -1.17444 -3.23834  0.18
H3 4.31780 -2.33126 -2.90812  0.20
H4 1.43521 -0.58583 -1.62017  0.23
C10 -0.27114 0.93748 -0.26905  -0.15
N1 -0.94945 1.64524 0.79294  -0.44
C11 -1.10502 1.04420 1.98813  0.69
O3 -1.63116 1.55685 2.95295  -0.61
C12 -0.53821 -0.37521 2.01620  -0.31
N2 -0.89174 -1.10948 0.82127  -0.43
C13 -0.81278 -0.49570 -0.36833  0.70
O4 -1.11612 -0.98876 -1.43891  -0.65
C14 -1.32648 -2.49997 0.93586  -0.03
C15 -2.77625 -2.66931 0.47743  -0.41
C16 -3.21556 -4.11790 0.66668  -0.40
C17 -2.29840 -5.05836 -0.10903  -0.40
C18 -0.85085 -4.88174 0.33918  -0.39
C19 -0.40807 -3.43470 0.14617  -0.42
H5 0.62328 -3.30223 0.48256  0.21
H6 -0.46296 -3.17145 -0.91011  0.23
H7 -0.19927 -5.54361 -0.23421  0.21
H8 -0.76000 -5.15459 1.39370  0.19
H9 -2.61130 -6.09310 0.04346  0.21
H10 -2.37423 -4.83591 -1.17504  0.20
H11 -4.24544 -4.23539 0.32526  0.21
H12 -3.18433 -4.37326 1.72900  0.19
H13 -3.42030 -1.99820 1.05056  0.21
H14 -2.84531 -2.39656 -0.57574  0.23
H15 -1.25993 -2.76386 1.99676  0.20
H16 -0.94904 -0.87781 2.89276  0.24
H17 0.55318 -0.31439 2.12833  0.23
C20 -1.54039 2.94126 0.54928  -0.23
H18 -1.57881 3.47717 1.50117  0.25
H19 -0.92129 3.50124 -0.15459  0.20
C21 -2.98097 2.82603 0.02706  0.11
C22 -3.11624 2.30516 -1.40746  -0.44
H20 -3.13987 1.21942 -1.46116  0.23
C23 -4.41829 2.96631 -1.84994  -0.43
H21 -4.51232 3.05103 -2.92981  0.22
C24 -4.30251 4.32735 -1.16469  -0.06
H22 -5.27044 4.76728 -0.91199  0.19
H23 -3.74813 5.03650 -1.79549  0.16
O5 -3.58089 4.11461 0.03822  -0.53
H24 -5.27442 2.41616 -1.45853  0.20
H25 -2.29272 2.67814 -2.01996  0.20
H26 -3.53688 2.17527 0.72124  0.17
H27 -0.49509 1.42928 -1.21998  0.25
H28 1.35518 2.35214 1.46320  0.21
H29 3.76638 2.20995 1.68946  0.22
H30 7.11311 0.83449 1.11387  0.19
H31 5.73277 1.42644 2.06046  0.17
H32 6.81069 2.65598 -0.53463  0.22
H33 7.02894 3.32295 1.09001  0.22
H34 5.41990 3.27506 0.35494  0.21

Computed properties:
**HOMO**: -8.162 eV
**Frontier orbital gap**: 8.9 eV
**Largest force on an atom**: 0.66 eV Å⁻¹
**Net charge**: 0
**Calculated total energy**: -1420.660315 hartree


(3)
Here is an isolated ion of composition C24H34N3 and charge +1 from the Open Molecules 2025 dataset. Energies are from wB97M-V/def2-TZVPD.

Each line ends with the natural charge from an NBO analysis.
Geometry (Å):
C1 0.11184 -1.53028 2.54612  -0.41
N1 0.70390 -0.15542 2.58798  -0.22
C2 0.10221 0.57249 1.40985  -0.40
C3 0.15261 0.50609 3.81190  -0.41
H1 0.39614 -2.09046 3.43854  0.25
H2 -0.96954 -1.38724 2.55014  0.22
H3 0.43098 -2.05285 1.64254  0.24
H4 0.42380 1.61633 1.41022  0.23
H5 0.40602 0.06681 0.48840  0.23
H6 -0.98605 0.51166 1.55124  0.22
H7 0.35011 1.57856 3.80537  0.25
H8 -0.92686 0.35115 3.75958  0.22
H9 0.55843 0.04884 4.71716  0.24
C4 5.10089 5.09032 7.94075  -0.41
C5 3.58857 5.33345 8.02397  -0.41
C6 2.96879 4.55646 6.84826  -0.20
N2 4.00916 3.68647 6.33753  -0.45
C7 3.75844 2.80298 5.32226  0.30
C8 2.80049 3.11964 4.32545  -0.28
C9 2.50105 2.21705 3.31415  -0.19
C10 2.90171 0.86776 3.42334  -0.16
C11 2.25215 -0.16199 2.50331  -0.06
C12 2.81667 -1.57166 2.63160  -0.11
C13 2.79782 -2.19072 3.88792  -0.23
C14 2.98941 -3.55836 3.97884  -0.19
C15 3.45966 -4.30003 2.86661  0.21
N3 3.66206 -5.66034 2.98058  -0.46
C16 4.90252 -6.32565 2.63987  -0.20
C17 4.76240 -7.77464 3.15317  -0.41
C18 3.31258 -7.93576 3.64086  -0.41
C19 2.65334 -6.54849 3.52642  -0.19
C20 3.71291 -3.59926 1.66429  -0.24
C21 3.36121 -2.25983 1.52900  -0.18
C22 3.98348 0.59471 4.27805  -0.11
C23 4.41694 1.55573 5.20104  -0.31
C24 5.30022 3.90059 6.97278  -0.21
H10 5.59496 5.97904 7.53048  0.21
H11 5.53459 4.87574 8.92230  0.22
H12 3.18787 4.93844 8.96390  0.21
H13 3.34174 6.39780 7.96159  0.22
H14 2.09357 3.97347 7.17838  0.19
H15 2.61933 5.25157 6.06591  0.18
H16 2.32710 4.09834 4.34325  0.22
H17 1.93649 2.55986 2.44779  0.20
H18 2.46232 0.16560 1.47496  0.23
H19 2.64219 -1.59695 4.78918  0.22
H20 2.82386 -4.07196 4.92314  0.22
H21 5.06983 -6.30582 1.54903  0.18
H22 5.76228 -5.81803 3.11446  0.19
H23 4.99870 -8.48956 2.36033  0.22
H24 5.45615 -7.93700 3.98650  0.22
H25 2.76939 -8.65376 3.01948  0.22
H26 3.27924 -8.28225 4.67887  0.22
H27 2.28523 -6.17921 4.49502  0.18
H28 1.78221 -6.60101 2.84337  0.18
H29 4.11214 -4.15158 0.80951  0.23
H30 3.54744 -1.72716 0.59387  0.22
H31 4.50423 -0.35735 4.20993  0.22
H32 5.23894 1.31139 5.86548  0.23
H33 6.08111 4.13212 6.22762  0.20
H34 5.62572 3.00153 7.52209  0.19

Computed properties:
**HOMO**: -10.014 eV
**Frontier orbital gap**: 8.0 eV
**Largest force on an atom**: 2.03 eV Å⁻¹
**Net charge**: +1
**Calculated total energy**: -1098.912808 hartree